Molecular formula: CH3F3OP
Method: DFT, ωB97M-V with the def2-TZVPD basis set

XYZ file:
```
9
Properties=species:S:1:pos:R:3:forces:R:3
C -0.32612 0.15386 0.02947 1.997 -2.156 -2.548
O -0.27629 1.04778 -1.15170 0.629 3.750 11.408
F -0.89207 1.71715 -3.42200 0.203 0.074 -0.383
F 1.16577 0.58731 -3.09014 1.200 0.080 -0.017
F -0.82134 -0.75408 -2.94254 -0.326 -1.775 -1.154
P -0.24822 0.60091 -2.56048 -1.833 -1.996 -9.850
H -0.35539 -0.86843 -0.26122 0.070 -0.861 -1.081
H -1.13616 0.21959 0.63381 -3.014 1.720 2.605
H 0.54326 0.18039 0.66665 1.074 1.163 1.020
```
Positions in Å, forces in eV/Å.

Output
Frontier orbital gap (alpha / beta) ... 6.71 / 7.51 eV
⟨S²⟩ ... 2.0051
Multiplicity ... 3
HOMO (alpha / beta) ... -0.3914 / -0.7456 Eh
ΔE to the lowest compared entry with this formula, charge and spin ... 271.8 kJ/mol
Total energy ... -20560.4021 eV
Strongest force on any atom ... 0.234 hartree/bohr
Total charge ... +1



Molecular formula: CH3FIP
Method: DFT, ωB97M-V with the def2-TZVPD basis set

XYZ file:
```
7
Properties=species:S:1:pos:R:3:forces:R:3
C 0.32478 0.28395 0.52099 -2.786 3.491 -1.865
F -2.06996 -0.53410 -0.32285 0.426 -0.097 -0.147
P -0.59230 -1.18384 -0.17143 0.991 0.985 -0.453
I 2.28908 0.32510 -0.25671 0.122 0.059 0.257
H -0.38104 1.40769 0.03776 2.335 -3.536 1.420
H 0.33004 0.43974 1.57594 0.151 -0.128 0.692
H 0.09941 -0.73853 -1.38371 -1.240 -0.775 0.094
```
Positions in Å, forces in eV/Å.

Output
Frontier orbital gap ... 9.62 eV
HOMO ... -0.3488 Eh
ΔE to the lowest compared entry with this formula, charge and spin ... 103.9 kJ/mol
Total energy ... -21191.5516 eV
Strongest force on any atom ... 0.094 hartree/bohr



Molecular formula: CH3FN2
Method: DFT, ωB97M-V with the def2-TZVPD basis set

XYZ file:
```
7
Properties=species:S:1:pos:R:3:forces:R:3
C -0.80066 -0.00343 -0.05721 -0.026 0.942 -1.446
N 0.40021 0.55595 -0.64018 0.775 3.242 1.777
N 0.39000 -0.70299 -0.45955 2.267 -3.347 -0.047
F 1.51920 -1.10337 1.05844 -1.658 0.909 -1.220
H -0.95009 -0.01333 0.96318 -0.236 0.123 2.010
H -1.63511 0.05482 -0.73612 -0.213 -0.393 0.065
H 1.07645 1.21234 -0.12857 -0.909 -1.477 -1.139
```
Positions in Å, forces in eV/Å.

Output
Frontier orbital gap (alpha / beta) ... 9.48 / 8.97 eV
HOMO (alpha / beta) ... -0.3863 / -0.3700 Eh
ΔE to the lowest compared entry with this formula, charge and spin ... 464.9 kJ/mol
Total energy ... -6778.0746 eV
Strongest force on any atom ... 0.079 hartree/bohr